P:
The following is a DFT calculation (wB97M-V/def2-TZVPD) of a gas-phase ion, C4H12N2O (charge +1).

Cartesian coordinates (Å):
N 1.34 -0.14 1.70
C 0.41 -0.31 0.64
C 0.75 0.53 -0.66
C 0.00 -0.07 -1.85
O 0.85 -1.01 -2.53
C -0.96 0.11 1.30
N -1.94 0.48 0.29
H 2.06 0.60 1.64
H 1.77 -1.01 2.03
H 0.38 -1.35 0.31
H 1.81 0.39 -0.91
H 0.62 1.57 -0.37
H -0.17 0.73 -2.57
H -0.91 -0.65 -1.69
H 1.03 -1.77 -1.96
H -0.86 0.77 2.16
H -1.40 -0.80 1.74
H -2.86 0.43 0.70
H -1.93 1.48 0.05

Calculated values
Orbital gap (spin up / spin down) in eV: 10.6 / 5.3
HOMO level (spin up / spin down) in eV: -14.04 / -13.94
Total charge: +1
Multiplicity: 2

---

Q:
The following is a DFT calculation (wB97M-V/def2-TZVPD) of a gas-phase ion, C4H12N2O (charge +1).

Cartesian coordinates (Å):
C -0.11 0.72 -0.33
C -1.02 0.23 -1.42
C -1.82 -1.02 -1.15
O -2.69 -1.08 -0.02
N 0.87 -0.34 0.13
C 1.97 -0.15 1.24
N 2.07 1.09 1.87
H 0.55 1.52 -0.65
H -0.61 1.06 0.60
H -0.49 0.08 -2.37
H -1.62 1.10 -1.71
H -1.23 -1.95 -1.19
H -2.40 -1.09 -2.08
H -2.14 -0.69 0.69
H 0.42 -1.23 0.34
H 1.62 -0.95 1.91
H 2.91 -0.50 0.79
H 2.57 1.73 1.25
H 1.16 1.48 2.08

Calculated values
Orbital gap (spin up / spin down) in eV: 10.9 / 6.6
HOMO level (spin up / spin down) in eV: -14.41 / -14.40
Total charge: +1
Multiplicity: 2

---

R:
The following is a DFT calculation (wB97M-V/def2-TZVPD) of a gas-phase ion, C4H12N2O (charge +1).

Cartesian coordinates (Å):
C -0.15 -0.64 -0.81
C 1.39 -0.79 -0.85
C 2.21 0.29 -0.18
O 2.01 1.61 -0.70
N -0.64 -0.43 0.53
C -2.03 -0.74 0.82
N -2.79 0.44 1.08
H -0.52 -1.59 -1.15
H -0.33 0.27 -1.39
H 1.71 -1.74 -0.43
H 1.60 -0.75 -1.93
H 2.01 0.30 0.89
H 3.24 0.04 -0.40
H 1.10 1.70 -1.00
H -0.38 0.45 0.98
H -2.05 -1.43 1.67
H -2.47 -1.23 -0.05
H -3.14 0.59 2.03
H -2.33 1.31 0.82

Calculated values
Orbital gap (spin up / spin down) in eV: 11.0 / 6.2
HOMO level (spin up / spin down) in eV: -14.30 / -14.29
Total charge: +1
Multiplicity: 2

---

Stability, descending: R, Q, P

---

P:
The following is a DFT calculation (wB97M-V/def2-TZVPD) of C3H6ClF in the gas phase.

Cartesian coordinates (Å):
C 0.17 -0.61 0.91
C -0.50 -0.14 -0.39
C 0.28 1.11 -0.67
F -0.51 -1.34 -1.20
Cl -2.10 0.10 -0.07
H 1.39 -0.83 0.99
H -0.43 -1.74 1.04
H -0.19 -0.06 1.85
H -0.01 1.59 -1.73
H 1.08 0.25 -1.10
H 0.83 1.66 0.36

Calculated values
Structure (SMILES): CC(C)(F)Cl
Orbital gap in eV: 11.4
HOMO level in eV: -10.66
Total charge: 0

---

Q:
The following is a DFT calculation (wB97M-V/def2-TZVPD) of 2 unconnected molecules or ions with the total composition C3H6ClF.

Cartesian coordinates (Å):
C -0.55 0.75 -0.17
C 0.00 -0.57 -0.31
C 2.06 -0.59 0.47
F 2.73 -1.52 -0.20
Cl 2.60 1.06 -0.12
H 0.22 1.43 -0.46
H -0.81 0.88 0.97
H -1.33 0.82 -0.94
H -0.43 -1.36 0.32
H 0.34 -0.80 -1.26
H 2.24 -0.65 1.57

Calculated values
Orbital gap in eV: 10.2
HOMO level in eV: -9.17
Total charge: 0

---

Stability, descending: Q, P

---

P:
The following is a DFT calculation (wB97M-V/def2-TZVPD) of a molecular structure, C4H14N4.

Cartesian coordinates (Å):
C 1.57 -0.52 -0.83
C -1.32 0.15 -1.28
C -0.30 0.31 2.36
C 0.35 1.91 0.59
N 0.49 -0.92 0.11
N -0.85 -0.61 -0.11
N -0.02 0.57 0.97
N -0.38 -2.35 -1.07
H -0.65 -3.16 -0.52
H -0.27 -2.57 -2.05
H 2.23 0.17 -0.30
H 1.25 -0.07 -1.76
H 2.11 -1.44 -1.05
H -1.74 1.09 -0.93
H -0.58 0.36 -2.05
H -2.11 -0.45 -1.72
H -1.14 0.93 2.71
H 0.58 0.53 2.98
H -0.56 -0.74 2.47
H 1.27 2.23 1.11
H 0.54 1.97 -0.48
H -0.45 2.62 0.84

Calculated values
Orbital gap in eV: 7.9
HOMO level in eV: -7.08
Total charge: 0

---

Q:
The following is a DFT calculation (wB97M-V/def2-TZVPD) of 2 unconnected molecules or ions with the total composition C4H14N4.

Cartesian coordinates (Å):
C 0.47 -1.14 2.12
C -1.52 0.45 0.63
N 0.94 -0.06 1.24
C -0.07 0.84 0.52
N 0.39 2.05 0.51
H 1.57 0.60 1.71
H -0.31 2.71 0.17
H -0.17 -0.74 2.91
H -0.08 -1.86 1.52
H 1.33 -1.63 2.57
H -1.69 -0.62 0.46
H -2.07 1.00 -0.14
H -1.93 0.73 1.60
C 0.55 0.60 -2.27
N 0.52 -0.24 -1.11
N -0.23 -1.45 -1.29
H 1.36 -0.41 0.31
H -1.09 -1.26 -1.81
H 0.31 -2.09 -1.88
H 1.19 0.20 -3.07
H 0.95 1.58 -1.98
H -0.45 0.76 -2.71

Calculated values
Orbital gap in eV: 7.8
HOMO level in eV: -6.95
Total charge: 0

---

Stability, descending: Q, P

---

P:
The following is a DFT calculation (wB97M-V/def2-TZVPD) of 2 unconnected molecules or ions with the total composition C4H14N4.

Cartesian coordinates (Å):
C 0.99 -0.25 1.52
N -0.41 0.24 1.19
N -1.28 -0.21 2.20
N -0.49 1.65 1.07
H 1.04 -1.34 1.51
H 1.25 0.05 2.54
H 1.69 0.21 0.83
H -1.18 0.32 3.07
H -2.23 -0.15 1.86
H -0.08 1.90 0.16
H 0.03 2.12 1.81
C 0.89 1.26 -1.79
C 0.79 -0.06 -1.64
C -0.46 -0.84 -1.91
N -0.46 -2.07 -1.12
H 0.03 1.86 -2.04
H 1.82 1.77 -1.67
H 1.66 -0.67 -1.44
H -0.46 -1.13 -2.96
H -1.34 -0.20 -1.73
H -1.29 -2.61 -1.33
H -0.49 -1.83 -0.13

Calculated values
Structure (SMILES): CN(N)N.C=CCN
Orbital gap in eV: 9.9
HOMO level in eV: -8.86
Total charge: 0

---

Q:
The following is a DFT calculation (wB97M-V/def2-TZVPD) of 2 unconnected molecules or ions with the total composition C4H14N4.

Cartesian coordinates (Å):
C -0.18 0.39 -3.89
N -1.59 0.56 -3.51
C -1.82 0.68 -2.28
N -0.90 0.51 -1.19
H 0.22 1.37 -4.16
H -0.15 -0.27 -4.76
H 0.43 -0.03 -3.09
H -2.83 0.95 -1.94
H -1.10 1.24 -0.52
H -1.13 -0.36 -0.71
N 1.93 -0.10 0.77
C 1.05 0.24 1.88
C 0.41 -1.05 2.38
N -0.77 -0.73 3.21
H 2.72 -0.67 1.09
H 2.42 0.72 0.44
H 0.21 0.83 1.52
H 1.52 0.78 2.70
H 0.07 -1.64 1.53
H 1.12 -1.69 2.92
H -1.13 -1.58 3.61
H -0.50 -0.14 3.99

Calculated values
Structure (SMILES): C/N=C\N.NCCN
Orbital gap in eV: 10.1
HOMO level in eV: -9.24
Total charge: 0

---

R:
The following is a DFT calculation (wB97M-V/def2-TZVPD) of 2 unconnected molecules or ions with the total composition C4H14N4.

Cartesian coordinates (Å):
N -1.54 -0.57 -1.44
C -1.08 0.36 -0.42
C -0.56 -0.52 0.94
N 0.01 -1.77 0.60
C 0.42 0.29 1.78
N -0.10 1.61 2.11
H -1.73 -0.08 -2.31
H -2.38 -1.04 -1.14
H -0.38 1.10 -0.84
H -1.89 0.97 0.00
H -1.48 -0.68 1.50
H 0.89 -1.62 0.06
H -0.61 -2.30 0.00
H 0.58 -0.25 2.71
H 1.39 0.31 1.26
H -0.19 2.18 1.28
H 0.53 2.08 2.75
C 1.69 0.37 -1.66
N 1.76 -0.88 -1.50
H 2.11 1.01 -0.90
H 1.22 0.87 -2.52
H 1.34 -1.43 -2.24

Calculated values
Structure (SMILES): NCC(N)CN.C=N
Orbital gap in eV: 9.3
HOMO level in eV: -8.43
Total charge: 0

---

Stability, descending: Q, R, P

---

P:
The following is a DFT calculation (wB97M-V/def2-TZVPD) of a gas-phase ion, C3H9N2 (charge +1).

Cartesian coordinates (Å):
C 0.46 1.14 1.06
C -0.03 0.35 -0.12
N -0.99 1.15 -0.94
C 0.26 -0.92 -0.46
N 0.47 -1.92 0.41
H 0.80 2.07 0.66
H -0.32 1.48 1.75
H 1.15 0.54 1.64
H -1.79 0.65 -1.33
H -1.35 1.96 -0.44
H -0.46 1.52 -1.74
H 0.33 -1.19 -1.51
H 0.25 -1.93 1.40
H 1.21 -2.60 0.27

Calculated values
Structure (SMILES): C/C([NH3+])=C\N
Orbital gap in eV: 9.1
HOMO level in eV: -12.71
Total charge: +1

---

Q:
The following is a DFT calculation (wB97M-V/def2-TZVPD) of 2 unconnected molecules or ions with the total composition C3H9N2.

Cartesian coordinates (Å):
C 0.80 -0.25 -1.83
C -0.11 -0.24 1.33
C -1.50 -0.54 1.48
N 1.84 -0.24 -1.01
N 0.29 0.95 -2.20
H 0.22 -0.98 -1.81
H 0.42 -1.00 1.82
H 0.08 0.69 0.78
H -1.70 -1.34 2.15
H -2.33 0.14 1.66
H 2.16 -1.07 -0.68
H 2.25 0.66 -1.01
H -0.34 0.99 -3.00
H 0.54 1.73 -1.61

Calculated values
Orbital gap in eV: 8.5
HOMO level in eV: -13.35
Total charge: +1

---

Stability, descending: P, Q